226
Properties=species:S:1:pos:R:3:forces:R:3 method="wB97M-V/def2-TZVPD" lumo_energy_ev=-13.673 molar_mass_g_mol=1669.9 e_tot_ev=-152424.7114 total_charge=+8
O -3.69777 -0.08450 0.26387 0.2 -0.6 -0.4
O -5.52611 0.86804 0.89760 -2.2 -0.5 -0.8
O -2.76138 -4.75174 -0.42625 -4.7 -0.1 1.0
O 0.33232 3.35340 2.73472 3.3 -1.2 -1.9
O -1.70413 3.77149 2.81332 -2.5 0.1 -0.4
O 4.50162 -1.29094 -0.41612 0.1 -1.6 0.7
O -0.74979 -4.86757 0.04538 2.2 -0.1 1.6
O 3.92053 0.72472 -0.14572 -0.4 1.9 1.8
O 3.67780 -0.17923 -2.04980 -0.4 -0.2 -0.8
O 0.24233 -0.53901 0.31645 0.6 -0.8 2.6
O -1.33897 -4.21632 -1.88012 0.4 1.0 -2.2
O -0.52429 3.78068 4.62075 -0.5 -0.3 0.5
O 0.69449 0.63358 -1.50821 0.2 0.1 0.0
O 0.32602 1.95913 -4.60410 -1.1 -1.9 0.4
O -3.79928 1.13687 2.00440 1.9 0.5 2.1
O 1.92254 3.39625 -5.12565 0.5 -0.7 -0.3
N 4.65907 6.51211 3.99870 0.7 0.6 0.1
N 7.38899 0.88068 -9.19816 0.9 1.5 0.2
N -3.68498 -6.18314 -8.64670 -0.4 1.0 0.4
N -4.35291 0.60178 1.06704 0.3 0.8 -0.2
N 2.59533 -1.46092 -4.70983 0.9 -0.1 -1.0
N -0.29445 6.13691 10.67351 1.0 -2.1 -0.6
N -1.63071 -4.58507 -0.75829 2.2 -0.8 -0.2
N 5.21851 -4.27937 7.11367 0.9 -1.2 0.7
N -0.63992 3.60103 3.38519 -0.3 1.5 1.9
N 4.00621 -0.25418 -0.85093 0.8 -0.3 -1.7
N -4.06021 -3.00918 -2.50300 -1.5 -0.9 1.5
N -4.01086 4.19179 5.00489 2.0 1.4 0.0
N -0.61000 -1.01083 3.12310 -0.3 -0.8 -0.8
N -8.55230 1.68762 -3.30831 0.6 -0.2 1.2
N 2.45363 -3.18341 0.82487 -0.3 -0.1 0.2
N -2.40782 -7.71861 3.27877 0.3 -1.0 0.6
N 4.39012 3.22181 -2.16075 0.3 1.1 0.7
N -2.10122 2.92133 -1.02105 0.1 -0.2 -0.7
C -8.14606 1.26061 -2.05909 0.4 1.3 -2.0
C -3.75420 -6.88733 -9.95254 -0.8 1.2 0.1
C -2.21450 2.49259 -2.30685 0.0 -0.6 0.0
C 3.60271 -3.38953 3.33433 0.0 -0.7 -1.3
C -0.75406 -6.02277 3.17415 -0.7 0.8 -0.4
C -3.64673 3.26413 5.93323 -1.4 -0.4 -0.7
C 1.97945 -3.12387 -0.55188 -1.2 1.0 -0.2
C -4.41130 -4.87996 -3.87069 -0.8 -1.7 1.5
C -7.79104 2.41105 -4.13400 -0.1 -1.0 0.1
C -3.38793 5.37953 5.00152 1.2 0.4 1.5
C 4.35260 2.70884 -3.52257 0.8 -1.1 -0.1
C 6.86888 0.29186 -6.96131 1.2 1.5 0.3
C 0.07320 -0.22545 -0.85543 -1.1 0.8 -2.3
C -1.04021 -0.97277 -1.62635 -0.1 0.3 -0.8
C -2.33860 4.86702 7.14967 0.3 -0.3 0.2
C -0.56289 4.48789 8.97015 -1.0 0.4 -0.4
C -1.53230 5.31344 8.34651 -0.2 -0.3 0.1
C -4.50703 2.97932 -0.80916 2.4 0.1 1.2
C -4.64809 2.49828 -2.08774 1.1 0.1 0.0
C -9.87560 1.32775 -3.74381 -1.1 -0.1 0.4
C 5.65198 -4.95578 6.03765 -0.3 -0.2 0.6
C 7.76497 0.86684 -7.91453 -1.2 -1.9 1.6
C -3.56964 -5.01997 -6.15805 0.1 -1.7 0.9
C 4.25334 -3.58188 4.64427 0.2 -0.5 0.2
C 0.42908 6.47154 11.89336 -0.3 0.8 0.9
C 2.62225 -4.41570 1.31395 2.3 -0.1 1.1
C -4.59201 -4.24085 -2.66773 0.6 1.4 -1.2
C -6.00787 2.22059 -2.56253 -1.2 -0.5 1.0
C -0.46098 -3.17837 4.05274 -0.2 0.6 0.6
C -4.46602 -2.27488 -1.32247 -1.2 1.8 -1.1
C 5.33366 -0.13898 -8.72851 0.2 0.6 0.6
C 3.25021 -4.53892 2.55208 -0.8 1.4 0.2
C -3.32019 -2.41187 -3.40606 0.5 -1.5 -1.6
C -2.54419 5.74011 6.10663 -1.2 -0.6 -1.8
C -3.64122 -4.34511 -4.85865 0.6 1.4 0.3
C -2.81649 -9.14782 3.56290 0.5 0.0 -0.2
C 5.60220 -0.08436 -7.34351 -0.6 0.7 -1.0
C -0.39463 0.42121 3.16344 -1.2 0.8 2.2
C 3.54953 0.43475 -5.79735 -0.2 -1.0 -0.6
C -2.87332 3.56145 7.03389 0.1 0.8 -1.1
C 4.94832 7.00114 5.37914 -0.5 -0.1 -0.5
C 3.74075 5.55642 3.83571 -0.6 -0.1 0.0
C 5.39630 7.02526 2.95744 -1.1 -1.7 -0.9
C -1.35856 -3.59395 3.06544 0.1 -2.2 -0.1
C 8.20458 1.66463 -10.13454 0.0 -0.5 -0.4
C 3.32326 3.03786 -1.33073 0.4 -0.2 -1.5
C 4.53291 -0.41713 -6.35110 0.0 -0.3 -0.4
C -6.51460 2.66852 -3.78241 2.4 0.0 1.0
C 5.52189 -4.85075 8.49168 -0.5 -0.3 -1.1
C 0.01804 4.92484 10.12724 -0.3 0.4 -0.1
C 2.74888 -2.07053 1.53005 0.1 -0.6 -0.1
C 4.40974 4.45492 0.30724 -1.4 -0.6 -1.1
C 5.50351 3.87927 -1.75100 -0.8 -0.3 0.9
C -4.91426 3.79449 3.93451 -1.7 -0.1 0.4
C 0.72210 3.01726 -5.09541 0.7 2.8 0.3
C -1.82651 6.55411 8.93275 0.3 -1.0 -0.6
C -3.09889 -3.06985 -4.59392 0.3 -0.1 -0.9
C 2.51206 -0.16647 -5.07816 0.6 0.5 1.2
C -6.85609 1.53335 -1.64310 -0.8 -0.4 -0.5
C 3.55718 -2.26567 -5.23941 -0.6 -0.5 0.8
C -1.10446 -7.32583 3.26687 -0.1 -1.6 0.5
C -1.80442 -2.77324 2.07550 0.9 2.1 0.4
C -0.14041 -1.84434 4.08425 -0.3 0.9 0.1
C -3.65522 -6.95723 -7.54386 0.5 -1.0 -0.9
C 3.57663 4.89597 2.63115 0.9 0.1 -0.1
C -0.75774 3.19156 -0.42958 0.5 0.1 -1.1
C 3.91695 -2.85233 5.76854 -0.7 0.6 -0.2
C -3.40094 -6.83588 3.15715 0.1 1.6 -0.1
C 4.41628 -3.23584 6.98449 -0.1 0.7 1.4
C -1.75732 -5.05587 3.09199 -0.8 0.4 0.1
C 1.60728 -1.99016 -3.76421 -0.7 -1.2 -0.3
C 4.51577 -1.78910 -6.10951 -1.6 0.4 1.2
C -3.53695 -6.43315 -6.30094 -0.6 1.5 0.0
C -3.47487 2.23471 -2.81741 0.0 -0.1 -0.4
C -1.21104 6.90572 10.11715 -0.7 1.5 -0.4
C 3.38625 -2.14799 2.76620 -0.8 1.2 0.2
C 6.22087 0.43833 -9.61323 -1.5 -2.0 1.1
C -3.10921 -5.47040 3.09157 1.2 -0.4 -0.2
C 5.17641 -4.61669 4.81288 -0.3 -0.1 -0.9
C -1.39055 -1.41975 2.11452 -1.0 -0.9 -0.3
C 3.27404 3.69936 -0.14433 1.1 0.6 1.3
C 5.54682 4.47072 -0.49411 -0.7 -0.6 -0.7
C 4.37662 5.24208 1.54143 1.3 1.6 1.3
C 5.26231 6.39020 1.71536 -0.7 -0.3 0.1
C -3.69187 -4.25012 -7.26405 0.4 0.3 -1.0
C -3.17124 3.11517 -0.27214 -1.5 0.3 0.5
C -3.74315 -4.83094 -8.50837 0.1 -0.8 -0.3
C -0.26401 4.14039 -5.49524 -0.3 -0.2 -0.8
H 2.81168 -3.26684 -1.22287 0.2 -0.4 -0.1
H -1.43205 0.80382 3.30597 0.8 0.4 -0.7
H -3.67713 -8.04895 -7.71919 0.0 0.8 0.1
H 1.55276 -1.34454 -2.89490 0.1 0.1 0.0
H -2.50191 -2.51207 -5.31095 0.0 -0.4 -0.1
H -0.19427 -3.86697 4.85588 0.1 0.4 -0.2
H -3.85605 -1.41104 -1.19945 0.5 0.1 0.3
H -0.32055 3.50224 8.58445 0.0 0.2 0.0
H -3.54713 -7.14112 -5.51341 0.2 -0.2 0.9
H 1.65433 -2.11066 -0.65722 -0.1 0.7 -0.4
H 5.21085 -2.44120 -6.57835 0.4 -0.5 -0.1
H 4.65036 1.66130 -3.38277 0.5 0.1 -0.5
H 6.27086 -5.82107 6.22577 0.2 0.1 -0.1
H 4.61152 6.26774 6.12163 0.2 0.3 -0.3
H 5.51193 -4.02320 9.17328 0.0 0.1 0.5
H 7.62178 1.83261 -11.02106 -0.2 0.1 -0.4
H -9.98380 1.76989 -4.71256 -0.7 0.1 -0.4
H -3.86636 -4.17680 -9.35482 0.1 -0.4 -0.6
H -10.60923 1.68177 -3.01004 0.1 0.2 -0.4
H -1.20823 -0.46832 -2.59309 0.4 -0.2 0.1
H 1.00427 5.63200 12.27303 -0.3 -0.1 -0.2
H -2.81510 -1.49966 -3.22729 -0.1 0.8 0.5
H 0.31351 -1.24745 4.88453 0.3 -0.9 -0.2
H 3.33601 2.63364 -3.87586 -0.5 0.7 -0.3
H -4.43156 -7.71641 -9.78653 0.2 -0.3 -0.4
H -1.83172 -0.67010 1.43036 0.5 -0.5 0.5
H -8.94114 0.76588 -1.54112 0.1 -0.3 0.6
H -0.74446 -2.00527 -1.79637 0.1 -0.2 -0.1
H 4.45482 7.94298 5.48103 -0.5 0.6 0.4
H -4.18758 -6.18108 -10.65577 -0.1 -0.2 -0.2
H 0.27413 -5.74501 3.08701 0.4 0.1 0.1
H -0.48103 4.21826 -0.73399 -0.1 -0.4 0.1
H 1.13376 7.28543 11.71861 -0.3 0.1 0.0
H 0.12275 0.70231 4.09171 0.1 -0.2 -0.4
H 5.82974 6.78810 0.85889 -0.3 -0.2 0.6
H 8.37812 2.60506 -9.65992 0.6 0.6 0.1
H 3.58066 -1.14593 3.23485 0.1 -1.4 -0.3
H 2.37555 3.52969 0.44294 0.2 0.3 0.1
H 4.20773 -2.73663 7.94129 -0.2 -0.1 -0.7
H -9.99588 0.25648 -3.78397 0.2 -0.4 -0.2
H 3.37502 -5.50479 2.96117 0.3 -0.9 0.3
H -1.49964 7.86560 10.56507 0.5 -0.5 0.2
H -6.57892 1.12086 -0.65515 0.4 0.6 -0.7
H 5.99851 7.19664 5.43691 0.6 -0.2 0.2
H -0.07774 2.46119 -0.92717 -0.2 0.4 0.7
H 0.64826 -2.04213 -4.28876 0.0 0.4 0.2
H 5.92419 0.40361 -10.63271 0.5 0.5 -0.9
H 6.37631 3.89661 -2.38880 -0.3 0.0 -0.3
H -2.42893 -3.08944 1.28477 -0.6 -0.4 -0.6
H -5.75155 3.33406 4.48074 0.2 -0.2 -0.6
H -4.90515 -5.85028 -3.94790 0.2 0.3 -0.3
H 0.31523 5.02253 -5.81969 -0.4 -0.4 0.3
H -4.46569 3.11387 3.23695 0.4 -0.5 -0.1
H 6.47688 -5.36948 8.47840 0.1 0.3 -0.1
H -4.16137 2.32655 5.63270 0.8 0.3 1.2
H 0.71428 4.30887 10.67355 0.1 0.1 0.0
H 9.07633 1.08505 -10.39290 0.5 0.2 0.0
H -2.83497 3.35238 0.75624 -1.2 0.1 -0.4
H -0.35990 6.73321 12.59296 0.4 0.3 0.5
H -3.90760 -4.75235 3.02586 -0.2 0.1 0.0
H 5.00642 3.31987 -4.19649 -0.7 -0.7 0.7
H -0.33495 -8.09829 3.41659 -0.7 0.2 -0.3
H 4.42452 -0.51931 -9.15714 -0.4 0.0 0.2
H 1.68112 0.42799 -4.64387 0.3 0.0 -0.3
H -3.69216 -3.18292 -7.15588 -0.3 0.3 -0.3
H -5.47521 -1.85670 -1.45274 0.1 -0.1 -0.5
H -5.37248 4.62646 3.39310 0.6 0.2 0.3
H 2.97959 4.00701 2.61365 -0.6 -0.1 -0.1
H 7.08841 0.31084 -5.87323 0.2 0.0 -1.0
H 6.46261 4.90358 -0.16671 0.5 0.4 0.1
H 4.73656 -5.60020 8.67426 0.2 0.5 0.2
H -2.02328 6.67568 6.02346 0.0 0.3 0.2
H 2.43599 -1.11872 1.14061 0.0 0.1 -0.5
H -1.28026 2.24102 -2.83741 -0.4 0.3 0.0
H 3.19007 -2.03899 5.72700 0.3 -0.2 0.0
H -8.13097 2.61875 -5.12436 -0.6 0.3 -0.3
H -3.44172 -9.46916 2.74358 -0.3 -0.1 0.0
H -5.79767 3.15953 -4.42402 -0.4 0.3 -0.3
H -2.52289 7.22813 8.44956 -0.1 0.0 0.3
H 3.07462 5.34683 4.68851 0.7 -0.1 -0.4
H 0.13272 0.76855 2.30787 0.1 0.2 -0.8
H -2.63409 2.79319 7.72692 0.0 -0.5 0.6
H -3.56559 1.76087 -3.79462 0.2 0.3 0.1
H -3.46498 6.07548 4.16025 -0.4 -0.5 0.3
H -5.27793 -4.55516 -1.92228 -0.2 -0.4 0.6
H -0.92615 4.38160 -4.65457 0.2 0.1 0.0
H 3.47417 -3.30425 -4.89362 0.3 0.5 -0.4
H 8.75668 1.21660 -7.61597 -0.4 0.1 -0.4
H 1.06162 -3.72790 -0.69655 0.8 -0.2 0.1
H 2.57491 -5.25894 0.61631 -0.6 0.4 0.4
H -3.28735 -9.24218 4.53526 -0.4 0.5 0.0
H 6.03556 7.89145 3.12624 -0.1 -0.4 0.1
H 1.79958 -3.06072 -3.50498 0.4 1.0 -0.1
H -0.94008 3.86872 -6.33171 0.4 -0.1 0.4
H -5.37195 3.17163 -0.20718 0.0 0.1 0.4
H 5.45504 -5.21969 3.97038 0.3 -0.1 -0.2
H -0.77304 3.14918 0.66582 -0.1 -0.3 -0.4
H 2.52775 2.37206 -1.69340 0.3 0.3 0.1
H -1.98195 -9.83480 3.63251 0.5 0.3 -0.4
H 3.44265 1.50780 -5.95264 0.2 -0.1 -0.2
H -4.43551 -7.17079 3.12569 0.3 -0.3 0.1
H -2.02706 -1.01267 -1.16877 0.3 0.2 0.7
H -2.75957 -7.13272 -10.27045 0.4 -0.5 -0.1
H -4.59209 -2.83096 -0.45730 0.6 -1.5 1.5